(1)
Formula: C3H4N2O2S2
Source: the OMol25 dataset
Level of theory: wB97M-V/def2-TZVPD

Calculated values
Net charge: 0
Energy relative to the best compared isomer or geometry (same formula, charge and spin) (kcal per mole): 33.0
Spin multiplicity: 3
E_LUMO (spin up / spin down) (eV): -0.6 / -3.0
HOMO energy (spin up / spin down) (eV): -7.20 / -9.58

Positions of all 13 atoms, in Å:
S (-1.28, 2.03, 2.29)
S (0.71, 2.26, 2.55)
O (0.56, -0.97, -3.19)
O (-0.36, -1.59, 1.51)
N (0.11, -2.22, -1.26)
N (-0.01, 1.32, 1.29)
C (0.27, 1.93, -1.19)
C (0.19, 1.67, -0.01)
C (0.43, -1.51, -2.17)
H (-0.19, -0.73, 1.09)
H (0.43, -2.27, -0.40)
H (-1.32, -1.65, 1.69)
H (0.46, 1.74, -2.20)

(2)
Formula: C3H4N2O3
Source: the OMol25 dataset
Level of theory: wB97M-V/def2-TZVPD

Calculated values
Net charge: 0
Energy relative to the best compared isomer or geometry (same formula, charge and spin) (kcal per mole): 197.4
Spin multiplicity: 1
E_LUMO (eV): 0.4
HOMO energy (eV): -9.33

Positions of all 12 atoms, in Å:
O (-1.44, -1.16, 0.47)
O (0.70, -1.34, 1.38)
O (1.59, 1.34, -1.29)
N (-0.41, -0.34, 1.20)
N (1.41, 0.72, -0.12)
C (-1.73, -0.31, -0.64)
C (-0.88, 0.72, -0.84)
C (0.19, 0.44, 0.04)
H (-2.53, -0.86, -1.25)
H (-0.82, 1.19, -1.71)
H (1.68, -0.85, 0.72)
H (2.40, 2.01, -1.09)

(3)
Formula: C3H4N2O3
Source: the OMol25 dataset
Level of theory: wB97M-V/def2-TZVPD

Calculated values
Net charge: 0
Energy relative to the best compared isomer or geometry (same formula, charge and spin) (kcal per mole): 106.9
Spin multiplicity: 1
E_LUMO (eV): 0.6
HOMO energy (eV): -7.96

Positions of all 12 atoms, in Å:
O (-0.76, -1.68, 0.14)
O (-2.43, -0.04, -0.12)
O (2.29, -0.12, 0.02)
N (0.77, -1.81, 0.01)
N (0.21, 1.54, 0.17)
C (1.03, -0.61, -0.25)
C (-0.10, 0.32, -0.20)
C (-1.09, -0.44, -0.06)
H (-3.13, -0.68, 0.18)
H (3.18, -0.73, 0.04)
H (0.75, 2.25, -0.43)
H (-0.71, 2.00, 0.49)

(4)
Formula: C3H4N2O3
Source: the OMol25 dataset
Level of theory: wB97M-V/def2-TZVPD

Calculated values
Net charge: 0
Energy relative to the best compared isomer or geometry (same formula, charge and spin) (kcal per mole): 114.5
Spin multiplicity: 1
E_LUMO (eV): 0.4
HOMO energy (eV): -9.09

Positions of all 12 atoms, in Å:
O (-2.53, -0.14, 0.24)
O (0.77, 1.50, -0.10)
O (-0.32, -1.79, -0.27)
N (1.12, 0.25, -0.31)
N (2.16, -0.46, 0.34)
C (-1.26, 0.33, -0.20)
C (-0.17, -0.59, -0.22)
C (-0.57, 1.57, -0.02)
H (2.60, -1.08, -0.41)
H (-0.95, 2.57, -0.13)
H (1.77, -1.15, 0.96)
H (-2.62, -1.03, 0.11)